{
  "formula": "C10H14I2N",
  "method": "the ωB97M-V functional and the def2-TZVPD basis",
  "relative_energy_ev": 0.723,
  "homo_ev": -12.363,
  "orbital_gap_ev": 8.038,
  "total_charge": 1,
  "energy_ev": -28279.186,
  "elements": ["C", "C", "C", "C", "C", "C", "C", "C", "C", "C", "N", "I", "I", "H", "H", "H", "H", "H", "H", "H", "H", "H", "H", "H", "H", "H", "H"],
  "xyz": [[1.183019, 0.154760, -0.807261], [-1.082962, 0.845341, -1.324608], [0.091129, 0.386185, -1.846557], [1.239239, 1.201644, 0.340246], [1.012433, -1.315142, -0.304064], [-0.068560, -1.445487, 0.680186], [-1.251266, 1.437878, 0.034920], [0.028100, 1.649175, 0.839550], [0.267905, -0.088000, -3.232303], [-0.994998, -0.852516, 2.869008], [0.016024, -0.920948, 1.847220], [3.053305, 1.335692, 1.459202], [-0.023306, 2.645065, 2.762813], [2.211644, 0.190935, -1.393005], [-1.872879, 0.922741, -2.002984], [0.852436, -1.973508, -1.289464], [2.018227, -1.626792, 0.123913], [-0.963442, -2.098291, 0.343833], [-1.909572, 2.324529, -0.076186], [-1.920250, 0.698915, 0.542456], [0.718664, 0.852646, -3.780832], [-0.759626, -0.277572, -3.714705], [0.952469, -0.941769, -3.225613], [-1.863544, -0.395649, 2.329890], [-1.168974, -1.902739, 2.994291], [-0.837511, -0.225863, 3.729323], [1.072296, -0.581231, 2.100729]],
  "forces_ev_per_a": [[2.526, 1.187, -1.585], [3.317, -0.126, -0.980], [-2.288, 0.640, 2.982], [-2.217, -0.470, 0.557], [1.969, -1.301, -1.713], [-1.432, -1.714, -0.563], [-0.814, -0.556, 0.516], [1.916, 0.194, -0.682], [-0.543, 2.002, -1.332], [-2.050, -0.201, -1.846], [4.778, 1.061, -0.033], [-0.695, -0.274, -0.734], [-0.420, -0.321, -1.268], [-1.859, -0.198, 1.344], [-1.507, 0.189, -0.714], [0.134, 1.273, 2.475], [-1.198, 0.186, -0.213], [1.001, 1.635, 0.988], [0.710, -0.160, 0.424], [0.319, 0.547, 0.323], [-0.495, -2.142, 0.591], [1.772, -0.015, 0.618], [-0.202, 0.134, -0.656], [0.338, -0.512, 0.744], [-0.788, -0.365, 1.257], [0.841, -0.220, 0.173], [-3.116, -0.475, -0.675]],
  "lowdin_charge": [-0.32, -0.05, -0.30, -0.71, -0.12, -0.06, -0.21, -0.70, -0.05, -0.04, -0.01, 0.91, 0.87, 0.17, 0.10, 0.17, 0.14, 0.20, 0.13, 0.11, 0.14, 0.12, 0.07, 0.10, 0.10, 0.06, 0.17]
}